Entry 1:
The following is a quantum chemistry calculation of one molecule with the formula C4H6Cl2N2 at a distorted geometry, from the Open Molecules 2025 dataset.

The value obtained for the energy above the lowest of the compared OMol25 structures with the same formula, charge and spin is 28.47 kcal/mol. As for the SMILES: C=N/N=C\[C@H](Cl)CCl. The value obtained for the frontier orbital gap is 10.0096 eV.

Last column: Löwdin charge in e.
Cartesian coordinates (Å):
C 0.1375 -2.8209 -1.2317  -0.020
N 0.5414 -1.6102 -1.1579  -0.057
N 1.6426 -1.5250 -0.2510  0.017
C 1.5049 -0.6167 0.6374  -0.219
C 0.4170 0.4432 0.6642  -0.724
Cl -0.9692 -0.4093 1.4197  0.601
C 0.0873 1.1516 -0.6932  -0.643
Cl -0.9100 2.5902 -0.4867  0.564
H -0.6548 -3.0539 -1.9106  0.062
H 0.6404 -3.6289 -0.6941  0.079
H 2.3185 -0.5678 1.3574  0.111
H 0.7175 1.2171 1.3870  0.088
H 1.0987 1.5172 -0.9895  0.088
H -0.3419 0.4429 -1.4083  0.054

Cartesian forces (eV/Å) of the 6 atoms listed first:
C 0.9 0.8 0.0
N 0.4 -1.2 0.4
N -0.8 0.2 0.5
C 0.5 0.2 -1.6
C -0.2 0.2 0.3
Cl -0.5 0.3 0.0


Entry 2:
The following is a quantum chemistry calculation of C17H37CeNSi4 as an isolated structure at a distorted geometry, from the Open Molecules 2025 dataset.

The value obtained for the frontier orbital gap is 6.0958 eV.

Last column: Löwdin charge in e.
Cartesian coordinates (Å):
C -3.1569 2.4697 2.0971  -0.186
C -3.2435 2.9636 0.7667  -0.188
C -1.9229 3.2339 0.3000  -0.175
C -1.0182 2.8911 1.3418  -0.217
C -1.7784 2.4111 2.4509  -0.192
Ce -2.0878 0.8237 0.7420  0.596
C -3.4811 0.4059 -1.2375  -0.073
C -4.3020 0.0115 -0.2564  -0.214
C -5.3138 -0.3465 0.5077  0.058
N -2.4609 -0.5683 1.6618  -0.265
H -1.6538 3.6196 -0.6856  0.135
H -4.1686 3.1131 0.2050  0.132
H 0.0700 2.9572 1.2977  0.076
H -1.3752 2.0529 3.3992  0.137
H -3.9933 2.1560 2.7231  0.132
H -3.5031 1.4354 -1.6159  0.106
H -2.8062 -1.2935 2.3022  0.065
H -2.8293 -0.3087 -1.7524  0.094
H -6.2841 -0.5711 0.0428  0.089
H -5.2226 -0.4268 1.5939  0.076
C 0.7040 -1.7206 2.5692  -0.248
Si 0.6241 -2.0425 0.7274  0.260
C 2.1320 -3.0935 0.3769  -0.224
C -0.8683 -3.1967 0.5613  -0.199
Si 0.7062 0.1223 -0.1317  0.416
Si 2.4974 1.4321 0.3329  0.266
C 4.1089 0.5329 0.0296  -0.225
C 2.4525 2.9812 -0.7037  -0.219
C 2.5887 1.8425 2.1651  -0.216
Si 0.8010 -0.9852 -2.1459  0.225
C 2.5574 -1.3055 -2.7045  -0.221
C -0.1871 -2.5034 -2.5922  -0.222
C 0.1758 0.3168 -3.3272  -0.258
H 0.7031 -2.6859 3.1164  0.034
H -0.1678 -1.1185 2.8927  0.011
H 1.6352 -1.1736 2.8100  0.017
H 2.1012 -3.9878 1.0337  0.039
H 2.1335 -3.4456 -0.6695  0.013
H 3.0528 -2.5195 0.5969  0.027
H -1.8085 -2.7211 0.8595  -0.001
H -1.0318 -3.6220 -0.4335  0.002
H -0.7002 -4.0574 1.2412  0.045
H 4.2320 0.2694 -1.0317  0.010
H 4.9503 1.1925 0.3248  0.035
H 4.1404 -0.3860 0.6494  0.028
H 1.5271 3.5531 -0.4954  0.021
H 3.3369 3.6067 -0.4640  0.040
H 2.4789 2.7001 -1.7766  0.030
H 1.7062 2.3891 2.5352  0.014
H 2.6870 0.9049 2.7458  0.025
H 3.4879 2.4649 2.3487  0.040
H 3.0989 -1.9808 -2.0150  0.021
H 2.5369 -1.7599 -3.7152  0.038
H 3.0898 -0.3415 -2.7789  0.021
H -1.2569 -2.3518 -2.3418  0.031
H -0.0985 -2.6694 -3.6849  0.045
H 0.2438 -3.3962 -2.1041  0.023
H -0.8813 0.5543 -3.0938  0.009
H 0.7917 1.2336 -3.2242  0.025
H 0.2503 -0.0616 -4.3672  0.033

Cartesian forces (eV/Å) of the 6 atoms listed first:
C -0.1 1.8 0.8
C -0.2 1.8 0.5
C -0.2 1.7 0.9
C 0.1 2.1 0.8
C -0.2 2.3 0.9
Ce 5.4 -1.8 -6.5


Entry 3:
The following is a quantum chemistry calculation of C32H44BrN3P2Re as an isolated structure at a distorted geometry, from the Open Molecules 2025 dataset.

Its charge is +4. The value obtained for the energy above the lowest of the compared OMol25 structures with the same formula, charge and spin is 21.28 kcal/mol. The spin multiplicity is 4. The value obtained for the frontier orbital gap (alpha / beta) is 5.0476 / 5.3111 eV.

Last column: Löwdin charge in e.
Cartesian coordinates (Å):
C 0.3990 5.2790 -3.3781  0.037
C 0.3139 3.9873 -3.9820  -0.183
C -0.1190 3.9666 -5.3337  0.037
C -0.6077 5.1451 -5.9220  -0.059
N -0.5929 6.3108 -5.2862  0.135
C -0.0921 6.3999 -4.0549  -0.060
C 0.5583 2.7707 -3.2268  0.251
C 0.4827 2.2708 -2.0379  -0.147
C -0.0822 2.1900 -0.7073  -0.365
C 0.7818 1.7744 0.3343  -0.173
C 0.1882 1.4637 1.6347  0.025
C -1.1469 1.1064 1.7144  -0.267
C -1.8233 0.9503 0.4763  -0.038
C -1.3601 1.5755 -0.6935  -0.121
Re 0.4317 0.3301 -1.2737  1.160
P 2.1510 -0.9401 0.0940  0.963
H -0.1644 3.0337 -5.8811  0.127
H 0.7676 5.3976 -2.3631  0.127
H -1.0135 5.1358 -6.9400  0.143
H -0.0715 7.3855 -3.5873  0.142
H -2.0733 1.9408 -1.4391  0.169
H 1.8252 2.1021 0.3179  0.128
H -2.8133 0.5076 0.4310  0.118
H 0.8269 1.4402 2.5056  0.094
C 2.2336 -2.5237 1.1034  -0.369
C 3.1429 -3.6344 0.5876  -0.098
H 1.2118 -2.8761 1.2820  0.048
H 2.5737 -2.2301 2.1075  0.082
H 3.1591 -4.4624 1.3101  0.112
H 2.8241 -4.0439 -0.3745  0.080
H 4.1785 -3.2995 0.4657  0.083
C 3.3007 -1.1737 -1.2966  -0.382
C 3.4366 0.1113 -2.1005  -0.116
H 2.8906 -1.9740 -1.9298  0.090
H 4.2618 -1.5446 -0.9174  0.093
H 3.9120 -0.1356 -3.0630  0.113
H 2.4375 0.5856 -2.3213  0.014
H 4.0699 0.8423 -1.5803  0.104
C 3.1574 0.0051 1.3441  -0.368
C 4.5776 -0.4982 1.5773  -0.087
H 2.5760 -0.0373 2.2752  0.079
H 3.1889 1.0517 1.0262  0.067
H 5.1162 0.2351 2.1902  0.109
H 4.6068 -1.4501 2.1144  0.088
H 5.1378 -0.6111 0.6460  0.080
Br -0.6720 -1.2778 3.3588  0.549
P -0.8294 -1.4999 -1.2242  0.837
C 0.1624 -3.0621 -1.5095  -0.377
C -0.5800 -4.3944 -1.5574  -0.099
H 0.9078 -3.1038 -0.6867  0.018
H 0.7255 -2.8801 -2.4404  0.091
H 0.1091 -5.1733 -1.9287  0.110
H -0.9359 -4.7135 -0.5635  0.091
H -1.4339 -4.3351 -2.2458  0.062
C -1.8554 -2.0790 0.1938  -0.391
C -3.1526 -2.8113 -0.1214  -0.086
H -2.0973 -1.1754 0.7588  0.002
H -1.2159 -2.5975 0.9230  0.049
H -3.7094 -2.9319 0.8201  0.105
H -3.7775 -2.2200 -0.8089  0.080
H -2.9789 -3.8008 -0.5617  0.079
C -2.0120 -1.1435 -2.6397  -0.345
C -2.3831 -2.3269 -3.5427  -0.102
H -1.5173 -0.3276 -3.2052  0.067
H -2.9383 -0.7107 -2.2034  0.097
H -2.9267 -1.9525 -4.4246  0.107
H -1.4989 -2.8738 -3.8874  0.084
H -3.0560 -3.0041 -2.9961  0.082
N -3.7922 1.0612 3.9988  0.228
C -3.3191 1.1543 2.7589  0.028
N -1.9926 1.3239 2.8222  0.023
C -1.5974 1.3663 4.1741  -0.219
C -0.3476 1.3263 4.7960  -0.057
C -0.3326 1.1231 6.1905  0.000
C -1.5256 0.9541 6.9177  0.022
C -2.7725 0.9834 6.2706  0.077
C -2.7500 1.1717 4.9046  -0.181
H -4.7634 0.9668 4.2457  0.203
H -3.9150 0.9880 1.8866  0.167
H 0.5873 1.4360 4.2479  0.096
H 0.6370 1.0638 6.6993  0.143
H -1.4709 0.7713 7.9949  0.145
H -3.7391 0.8449 6.7373  0.147

Cartesian forces (eV/Å) of the 6 atoms listed first:
C 0.4 -0.1 0.8
C 0.5 -0.6 -1.9
C -0.7 0.0 0.2
C 0.4 -0.6 0.2
N 0.0 0.3 -0.1
C 0.1 -1.0 0.0


Entry 4:
The following is a quantum chemistry calculation of one molecule with the formula C5H7NOS at a distorted geometry, from the Open Molecules 2025 dataset.

The value obtained for the energy above the lowest of the compared OMol25 structures with the same formula, charge and spin is 11.66 kcal/mol. As for the SMILES: O=C1CCC(=S)NC1. The value obtained for the frontier orbital gap is 9.0024 eV.

Last column: Löwdin charge in e.
Cartesian coordinates (Å):
O -2.7167 -0.1802 -0.2891  0.077
C -1.4996 -0.1164 -0.2253  -0.353
C -0.7065 1.1942 -0.3647  -0.092
C 0.6612 1.0960 0.3882  -0.196
C 1.4882 -0.0727 -0.0607  -0.877
S 3.1409 -0.1099 -0.2546  0.601
N 0.7842 -1.1866 -0.2072  -0.033
C -0.6280 -1.3534 0.1832  -0.074
H -1.3641 2.0427 -0.0764  0.128
H -0.3794 1.3948 -1.4426  0.149
H 1.2618 2.0178 0.2310  0.113
H 0.5082 1.0258 1.4893  0.134
H 1.2425 -2.0890 -0.4245  0.144
H -1.0965 -2.2809 -0.2386  0.143
H -0.6963 -1.3822 1.2920  0.137

Cartesian forces (eV/Å) of the 6 atoms listed first:
O 1.7 -0.1 0.0
C -0.6 0.0 0.2
C 0.8 0.0 -1.0
C -0.2 1.3 0.4
C 0.9 -0.4 0.3
S -0.5 0.5 0.0